# 1
{"formula": "C19H19N5NiO3", "method": "ωB97M-V/def2-TZVPD", "symbols": ["Ni", "N", "C", "C", "O", "N", "C", "C", "O", "O", "H", "H", "H", "H", "H", "H", "N", "C", "C", "C", "C", "C", "C", "C", "C", "N", "C", "H", "H", "H", "H", "H", "H", "H", "H", "N", "C", "C", "C", "C", "C", "C", "H", "H", "H", "H", "H"], "positions_angstrom": [[-0.477, 1.223, 0.444], [1.415, 1.616, 0.632], [1.791, 1.672, 2.051], [0.569, 1.962, 2.928], [0.737, 2.356, 4.104], [-0.535, 1.647, 2.287], [-1.852, 1.746, 2.846], [-2.875, 1.444, 1.758], [-4.073, 1.511, 2.049], [-2.400, 1.125, 0.608], [1.508, 2.507, 0.164], [1.925, 0.934, 0.083], [2.162, 0.687, 2.347], [2.577, 2.403, 2.260], [-2.023, 1.018, 3.649], [-2.066, 2.731, 3.274], [-2.469, -1.629, -0.849], [-1.376, -2.427, -0.704], [-0.825, -3.139, -1.754], [0.298, -3.957, -1.574], [0.908, -4.089, -0.356], [0.387, -3.371, 0.748], [0.989, -3.383, 2.028], [0.463, -2.627, 3.035], [-0.694, -1.864, 2.774], [-1.290, -1.839, 1.613], [-0.763, -2.561, 0.591], [-2.559, -0.927, -0.113], [-2.438, -1.138, -1.736], [-1.249, -3.019, -2.743], [0.704, -4.477, -2.435], [1.795, -4.699, -0.227], [1.880, -3.983, 2.185], [0.918, -2.595, 4.017], [-1.126, -1.246, 3.556], [-0.234, 0.622, -1.278], [0.241, 1.389, -2.212], [0.402, 2.849, -2.152], [0.993, 3.584, -3.160], [1.471, 2.999, -4.337], [1.290, 1.606, -4.465], [0.707, 0.842, -3.487], [-0.020, 3.362, -1.290], [1.070, 4.664, -3.036], [1.925, 3.589, -5.125], [1.625, 1.113, -5.377], [0.596, -0.231, -3.621]], "lowdin_charge": [0.40, -0.01, -0.15, -0.57, -0.07, -0.04, -0.15, -0.65, -0.04, -0.11, 0.08, 0.10, 0.11, 0.10, 0.11, 0.12, 0.13, -0.28, -0.05, -0.12, -0.09, -0.17, -0.04, -0.07, -0.14, 0.14, -0.16, 0.06, 0.09, 0.10, 0.09, 0.09, 0.10, 0.09, 0.10, -0.05, -0.50, -0.12, -0.20, -0.22, -0.20, -0.11, 0.06, 0.07, 0.04, 0.07, 0.07], "total_charge": -2, "gap_ev": [4.3, 4.3]}

---

# 2
{"formula": "C19H19N7O4S", "method": "ωB97M-V/def2-TZVPD", "symbols": ["C", "N", "C", "O", "C", "O", "C", "N", "C", "N", "C", "C", "N", "C", "C", "C", "C", "C", "C", "N", "C", "S", "C", "N", "C", "N", "C", "C", "O", "C", "O", "H", "H", "H", "H", "H", "H", "H", "H", "H", "H", "H", "H", "H", "H", "H", "H", "H", "H", "H"], "positions_angstrom": [[1.906, 2.506, 5.100], [1.124, 1.276, 5.156], [1.618, 0.032, 4.764], [2.740, 0.049, 4.306], [0.751, -1.262, 4.782], [-0.351, -1.143, 3.813], [0.064, -1.845, 2.610], [-0.015, -0.950, 1.437], [-0.753, 0.229, 1.372], [-0.611, 0.863, 0.255], [0.227, 0.020, -0.497], [0.709, 0.151, -1.807], [0.251, 1.232, -2.542], [0.454, 1.382, -3.991], [-0.900, 1.159, -4.582], [-1.248, -0.121, -5.013], [-2.502, -0.393, -5.506], [-3.495, 0.635, -5.466], [-3.154, 1.903, -5.081], [-4.102, 2.901, -5.061], [-4.352, 4.028, -4.813], [-4.705, 5.553, -4.464], [-1.867, 2.221, -4.698], [1.530, -0.735, -2.331], [1.870, -1.741, -1.544], [1.406, -1.986, -0.307], [0.572, -1.106, 0.195], [1.458, -2.449, 2.833], [1.633, -3.773, 2.246], [1.541, -2.522, 4.317], [0.932, -3.739, 4.752], [2.927, 2.278, 5.508], [1.431, 3.271, 5.672], [1.989, 2.863, 4.060], [0.111, 1.398, 5.207], [0.331, -1.367, 5.799], [-0.605, -2.687, 2.409], [-1.327, 0.623, 2.203], [-0.540, 1.672, -2.058], [0.762, 2.402, -4.248], [1.181, 0.705, -4.405], [-0.536, -0.944, -4.942], [-2.735, -1.388, -5.875], [-4.544, 0.426, -5.751], [-1.593, 3.256, -4.469], [2.586, -2.492, -1.931], [2.187, -1.749, 2.426], [1.841, -3.647, 1.273], [2.571, -2.513, 4.693], [1.228, -4.484, 4.196]], "lowdin_charge": [-0.08, 0.00, -0.39, 0.07, -0.11, -0.03, -0.17, 0.09, -0.11, 0.13, -0.16, -0.26, 0.08, -0.13, -0.20, -0.06, -0.05, -0.01, -0.30, 0.11, -0.74, 0.65, 0.05, 0.14, -0.18, 0.13, -0.25, -0.25, -0.04, -0.26, 0.00, 0.10, 0.07, 0.09, 0.14, 0.17, 0.17, 0.13, 0.14, 0.12, 0.11, 0.12, 0.11, 0.12, 0.13, 0.12, 0.16, 0.10, 0.16, 0.10], "smiles": "CNC(=O)[C@H]1O[C@@H](n2cnc3c(NCc4cccc(N=C=S)c4)ncnc32)[C@H](O)[C@@H]1O", "gap_ev": 9.0}

---

# 3
{"formula": "C19H19NO2", "method": "ωB97M-V/def2-TZVPD", "symbols": ["C", "C", "C", "C", "C", "C", "N", "O", "O", "C", "C", "H", "H", "H", "H", "H", "H", "H", "H", "C", "C", "C", "C", "C", "C", "C", "C", "C", "C", "C", "H", "H", "H", "H", "H", "H", "H", "H", "H", "H", "H"], "positions_angstrom": [[-5.557, 0.553, -1.880], [-4.084, 0.267, -1.969], [-3.153, 1.296, -2.171], [-1.783, 1.043, -2.175], [-1.287, -0.264, -1.919], [0.102, -0.559, -1.772], [1.063, 0.382, -2.043], [2.305, 0.068, -2.097], [0.709, 1.577, -2.258], [-2.242, -1.316, -1.855], [-3.607, -1.054, -1.847], [-6.096, -0.341, -1.554], [-5.769, 1.359, -1.169], [-5.981, 0.863, -2.843], [-3.491, 2.331, -2.309], [-1.078, 1.837, -2.359], [0.448, -1.585, -1.721], [-1.876, -2.345, -1.793], [-4.331, -1.868, -1.715], [0.318, -0.880, 2.226], [-0.854, -0.075, 2.899], [-0.421, 1.354, 2.740], [0.803, 1.442, 2.114], [1.298, 0.156, 1.755], [2.638, -0.140, 1.327], [3.547, 0.913, 1.005], [4.851, 0.630, 0.606], [5.296, -0.696, 0.550], [4.451, -1.744, 0.928], [3.144, -1.474, 1.325], [0.797, -1.525, 2.966], [-0.056, -1.533, 1.425], [-1.794, -0.283, 2.382], [-0.984, -0.369, 3.947], [-1.013, 2.188, 3.115], [1.370, 2.372, 1.976], [3.204, 1.943, 1.079], [5.506, 1.448, 0.319], [6.309, -0.911, 0.208], [4.802, -2.775, 0.894], [2.498, -2.287, 1.664]], "lowdin_charge": [-0.07, -0.30, -0.05, -0.02, -0.22, -0.04, -0.42, -0.08, -0.08, -0.06, -0.07, 0.07, 0.07, 0.08, 0.11, 0.08, 0.11, 0.10, 0.10, -0.11, -0.14, 0.02, 0.00, -0.08, -0.17, 0.01, -0.05, -0.05, -0.06, 0.00, 0.12, 0.13, 0.12, 0.12, 0.12, 0.12, 0.11, 0.11, 0.11, 0.11, 0.11], "gap_ev": 3.4}

---

# 4
{"formula": "C19H19NO5S", "method": "ωB97M-V/def2-TZVPD", "symbols": ["C", "C", "C", "C", "C", "C", "C", "C", "S", "O", "O", "C", "C", "C", "C", "C", "C", "O", "N", "C", "C", "C", "C", "C", "O", "O", "H", "H", "H", "H", "H", "H", "H", "H", "H", "H", "H", "H", "H", "H", "H", "H", "H", "H", "H"], "positions_angstrom": [[-0.700, -1.361, -0.064], [-2.093, -1.885, 0.097], [-2.395, -3.189, -0.273], [-3.681, -3.690, -0.171], [-4.698, -2.884, 0.307], [-4.414, -1.586, 0.688], [-3.122, -1.082, 0.599], [-2.875, 0.333, 0.989], [-3.182, 1.356, -0.501], [-4.600, 1.476, -0.693], [-2.398, 0.889, -1.609], [-2.538, 3.053, -0.053], [-1.078, 2.985, -0.178], [-0.204, 3.489, -1.105], [1.061, 2.954, -0.786], [0.877, 2.152, 0.313], [1.753, 1.258, 1.093], [1.323, 0.531, 1.967], [3.066, 1.326, 0.760], [4.033, 0.388, 1.297], [4.603, -0.478, 0.222], [5.833, -0.496, -0.367], [5.783, -1.508, -1.357], [4.525, -2.021, -1.298], [3.805, -1.405, -0.349], [-0.425, 2.182, 0.677], [-0.042, -2.140, -0.441], [-0.705, -0.536, -0.776], [-0.294, -1.000, 0.881], [-1.607, -3.822, -0.656], [-3.888, -4.707, -0.470], [-5.707, -3.261, 0.380], [-5.204, -0.946, 1.055], [-1.856, 0.519, 1.309], [-3.596, 0.693, 1.718], [-2.981, 3.756, -0.750], [-2.880, 3.238, 0.961], [-0.439, 4.152, -1.911], [1.972, 3.141, -1.317], [3.354, 1.893, -0.020], [4.844, 0.929, 1.794], [3.488, -0.215, 2.030], [6.671, 0.124, -0.123], [6.573, -1.806, -2.015], [4.040, -2.797, -1.856]], "lowdin_charge": [-0.03, -0.21, -0.04, -0.08, -0.08, -0.04, -0.24, -0.16, 0.70, -0.31, -0.29, -0.11, -0.33, 0.01, 0.02, -0.16, -0.42, 0.08, 0.09, -0.09, -0.27, -0.03, -0.06, -0.12, 0.06, 0.08, 0.08, 0.07, 0.07, 0.11, 0.10, 0.10, 0.12, 0.09, 0.11, 0.12, 0.11, 0.12, 0.11, 0.14, 0.13, 0.13, 0.11, 0.10, 0.12], "smiles": "Cc1ccccc1CS(=O)(=O)Cc1ccc(C(=O)NCc2ccco2)o1", "gap_ev": 9.2}

---

# 5
{"formula": "C19H19NPSW", "method": "ωB97M-V/def2-TZVPD", "symbols": ["W", "N", "C", "C", "C", "C", "C", "C", "P", "C", "C", "C", "C", "C", "C", "C", "C", "C", "C", "C", "C", "H", "H", "H", "H", "H", "H", "H", "H", "H", "H", "H", "H", "H", "H", "H", "H", "C", "H", "H", "H", "S"], "positions_angstrom": [[-1.147, 1.633, 0.922], [-2.566, 0.829, -0.488], [-1.809, 0.573, -1.740], [-2.324, 0.981, -2.951], [-1.610, 0.691, -4.111], [-0.404, -0.001, -4.055], [0.115, -0.398, -2.834], [-0.569, -0.087, -1.655], [-0.020, -0.454, -0.010], [1.077, 0.818, 0.642], [0.929, 1.038, 2.054], [1.617, 2.075, 2.673], [2.512, 2.852, 1.924], [2.674, 2.636, 0.560], [1.923, 1.664, -0.095], [0.502, -2.095, 0.328], [-0.300, -3.139, -0.160], [0.092, -4.442, 0.082], [1.250, -4.693, 0.813], [2.035, -3.652, 1.301], [1.667, -2.341, 1.069], [-3.344, 1.460, -0.697], [-3.000, -0.041, -0.166], [-3.281, 1.486, -3.018], [-2.017, 0.995, -5.067], [0.131, -0.232, -4.967], [1.049, -0.946, -2.792], [0.383, 0.311, 2.664], [1.502, 2.245, 3.737], [3.082, 3.631, 2.416], [3.375, 3.242, 0.000], [2.007, 1.538, -1.168], [-1.200, -2.941, -0.733], [-0.503, -5.262, -0.296], [1.549, -5.717, 0.999], [2.940, -3.867, 1.853], [2.289, -1.531, 1.427], [-2.234, 1.885, 2.634], [-3.228, 2.304, 2.421], [-1.785, 2.573, 3.365], [-2.342, 0.893, 3.101], [-1.019, 3.486, 0.019]], "lowdin_charge": [1.11, -0.05, -0.31, 0.02, 0.03, 0.00, -0.02, -0.32, 1.06, -0.49, -0.23, 0.01, 0.04, 0.02, -0.02, -0.36, -0.06, -0.02, 0.01, -0.02, -0.06, 0.14, 0.15, 0.14, 0.14, 0.14, 0.14, 0.14, 0.15, 0.15, 0.15, 0.14, 0.12, 0.13, 0.14, 0.13, 0.11, -0.23, 0.06, 0.07, 0.06, 0.51], "total_charge": 3, "gap_ev": 5.7}

---

DFT total energy for the records above, in order: -2743.3028, -1817.8860, -940.4270, -1564.5385, -1595.6988 Eh